# 1
A cluster of 2 separate species, C4H7N3 in total at a distorted geometry. Source: the Open Molecules 2025 dataset; level of theory: the ωB97M-V functional and the def2-TZVPD basis.

## Properties
* energy above the lowest of the compared OMol25 structures with the same formula, charge and spin: 0.0 kcal per mole
* HOMO (spin up / spin down): -6.3 / -9.0 eV
* HOMO-LUMO gap (spin up / spin down): 7.3 / 6.9 eV

Geometry as ORCA input:
```
! wB97M-V def2-TZVPD RIJCOSX def2/J DEFGRID3
* xyz 0 3
C 2.358 0.717 0.185
C 2.272 -0.659 -0.010
C 1.095 1.231 -0.121
C 0.964 -0.914 -0.427
N 0.287 0.237 -0.508
N -2.599 -0.149 0.436
N -2.192 0.571 -0.561
H 3.209 1.284 0.505
H 3.051 -1.388 0.108
H 0.753 2.248 -0.098
H 0.519 -1.858 -0.686
H -2.566 0.326 1.328
H -2.618 -1.167 0.432
H -2.098 0.034 -1.422
*
```

Atom charges from the Löwdin analysis, given in e for atoms 1 to 2: -0.07, -0.08

# 2
A structure of composition C50H31Cl7N5OSiTi. Source: the Open Molecules 2025 dataset; level of theory: the ωB97M-V functional and the def2-TZVPD basis.

## Properties
* energy above the lowest of the compared OMol25 structures with the same formula, charge and spin: 0.0 kcal per mole
* HOMO (spin up / spin down): -3.0 / -4.5 eV
* HOMO-LUMO gap (spin up / spin down): 4.7 / 5.7 eV

Geometry as ORCA input:
```
! wB97M-V def2-TZVPD RIJCOSX def2/J DEFGRID3
* xyz -1 3
Ti -0.491 0.216 0.382
Cl -0.120 9.669 0.833
C -0.009 7.929 0.719
C -1.082 7.152 1.113
C -0.982 5.771 1.019
C 0.175 5.158 0.545
C 1.239 5.972 0.160
C 1.156 7.352 0.241
C 0.266 3.674 0.486
C 0.335 2.985 1.665
C 0.427 3.629 2.967
C 0.608 2.660 3.876
C 0.617 1.394 3.161
C 0.744 0.168 3.762
C 0.962 0.101 5.234
C 0.020 -0.516 6.057
C 0.202 -0.585 7.428
C 1.344 -0.032 7.983
Cl 1.583 -0.115 9.712
C 2.300 0.581 7.195
C 2.102 0.639 5.823
C 0.690 -1.062 3.068
N 0.316 -1.205 1.753
C 0.386 -2.557 1.508
C 0.155 -3.198 0.261
C 0.098 -4.679 0.277
C -0.873 -5.341 1.027
C -0.928 -6.724 1.057
C -0.005 -7.455 0.327
Cl -0.073 -9.202 0.358
C 0.970 -6.828 -0.427
C 1.012 -5.441 -0.443
C 0.079 -2.535 -0.929
C -0.054 -3.160 -2.238
C 0.073 -2.194 -3.155
C 0.259 -0.930 -2.439
N 0.202 -1.170 -1.082
C 0.427 0.290 -3.044
C 0.503 1.546 -2.359
C 0.679 2.789 -2.993
C 0.576 3.756 -2.008
C 0.368 3.068 -0.800
N 0.314 1.714 -1.010
C 0.582 0.320 -4.527
C 1.686 -0.282 -5.126
C 1.845 -0.297 -6.504
C 0.885 0.308 -7.294
Cl 1.071 0.298 -9.030
C -0.222 0.921 -6.733
C -0.363 0.923 -5.354
C 0.817 -3.252 2.658
C 1.008 -2.314 3.639
N 0.426 1.613 1.815
H -1.982 7.620 1.487
H -1.814 5.151 1.326
H 2.152 5.512 -0.197
H 1.988 7.977 -0.052
H 0.390 4.692 3.138
H 0.734 2.773 4.940
H -0.865 -0.949 5.607
H -0.532 -1.061 8.062
H 3.189 0.998 7.647
H 2.848 1.105 5.193
H -1.598 -4.759 1.583
H -1.689 -7.233 1.634
H 1.689 -7.412 -0.984
H 1.784 -4.941 -1.016
H -0.244 -4.207 -2.410
H 0.028 -2.299 -4.227
H 0.878 2.941 -4.040
H 0.654 4.823 -2.132
H 2.432 -0.748 -4.495
H 2.704 -0.768 -6.960
H -0.964 1.383 -7.368
H -1.226 1.405 -4.911
H 0.985 -4.313 2.720
H 1.363 -2.473 4.643
O -2.164 0.620 -1.487
C -2.720 1.916 -1.374
C -2.975 2.175 0.085
C -3.964 3.064 0.490
C -4.215 3.213 1.840
C -3.481 2.464 2.751
C -2.505 1.618 2.268
N -2.238 1.496 0.959
H -1.711 0.536 -2.338
H -3.674 1.976 -1.908
H -2.029 2.669 -1.776
H -4.539 3.595 -0.257
H -4.989 3.889 2.181
H -3.657 2.518 3.815
H -1.911 1.010 2.941
Cl -3.242 -3.248 -0.408
Si -2.790 -1.433 0.610
Cl -2.973 -2.048 2.682
Cl -4.712 -0.491 0.359
*
```

Atom charges from the Löwdin analysis, given in e for atoms 1 to 2: 0.93, 0.63

# 3
A cluster of 5 separate species, C46H49BrFN5O7P2S2 in total at a distorted geometry. Source: the Open Molecules 2025 dataset; level of theory: the ωB97M-V functional and the def2-TZVPD basis.

## Properties
* SMILES string: CCNc1c(CC(=O)Br)c(CP(=O)(O)O)c(C[C@H](C)F)c2c1C(=O)c1c(C)c(C[C@@H]3CO3)c(S)c([PH2]=S)c1C2=O.c1ccncc1.c1ccncc1.c1ccncc1.c1ccncc1
* HOMO: -8.4 eV
* HOMO-LUMO gap: 6.9 eV

Geometry as ORCA input:
```
! wB97M-V def2-TZVPD RIJCOSX def2/J DEFGRID3
* xyz 0 1
C -4.393 -2.108 3.802
C -5.247 -1.430 2.578
N -4.504 -1.322 1.261
C -3.001 -1.368 1.427
C -2.070 -2.731 1.227
C -2.902 -4.098 0.792
C -2.577 -4.297 -0.836
O -2.337 -3.133 -1.501
Br -2.501 -6.100 -1.709
C -0.415 -2.748 1.399
C 0.533 -4.068 1.158
P 0.118 -5.575 2.252
O -0.590 -6.705 1.344
O 1.623 -6.337 2.804
O -0.842 -5.110 3.631
C 0.362 -1.326 1.813
C 1.999 -1.196 1.994
C 2.376 -1.511 3.558
C 3.276 -2.895 3.739
F 1.101 -1.741 4.334
C -0.511 0.054 2.021
C -2.170 0.011 1.811
C -2.949 1.481 1.990
O -4.090 1.613 2.669
C -2.123 2.754 1.283
C -2.845 3.920 0.369
C -4.475 3.883 0.159
C -1.839 5.080 -0.294
C -2.537 6.232 -1.262
C -3.059 5.213 -2.630
C -2.970 6.005 -4.173
O -4.361 5.676 -3.359
C -0.213 5.132 -0.040
S 0.950 6.445 -0.769
C 0.519 3.959 0.883
P 2.409 3.895 1.252
S 3.260 2.326 0.437
C -0.464 2.800 1.496
C 0.169 1.537 2.393
O 1.093 1.680 3.345
H -3.640 -1.341 4.269
H -3.892 -3.150 3.524
H -5.179 -2.360 4.663
H -5.735 -0.397 2.921
H -6.181 -2.148 2.385
H -4.858 -1.990 0.541
H -4.068 -3.992 0.885
H -2.597 -5.040 1.421
H 0.341 -4.410 0.031
H 1.690 -3.858 1.224
H 1.438 -6.779 3.688
H -1.779 -5.437 3.448
H 2.608 -1.878 1.227
H 2.338 -0.095 1.765
H 3.029 -0.638 4.046
H 2.562 -3.834 3.729
H 4.138 -2.943 2.941
H 3.821 -2.895 4.800
H -4.664 3.333 -0.878
H -4.908 4.989 0.034
H -5.074 3.404 1.049
H -1.777 7.002 -1.708
H -3.514 6.697 -0.818
H -2.770 3.993 -2.587
H -3.360 7.103 -4.274
H -3.209 5.093 -4.865
H 0.655 6.377 -2.168
H 2.673 3.785 2.693
H 3.094 5.093 0.821
C 4.194 7.483 -5.726
C 3.134 8.127 -5.096
C 2.383 7.410 -4.179
N 2.618 6.118 -3.862
C 3.652 5.519 -4.490
C 4.462 6.153 -5.419
H 4.806 8.013 -6.450
H 2.899 9.163 -5.314
H 1.547 7.869 -3.659
H 3.819 4.480 -4.220
H 5.281 5.623 -5.892
C 9.592 7.154 -4.707
C 9.763 5.777 -4.806
C 8.721 4.957 -4.404
N 7.547 5.417 -3.918
C 7.411 6.758 -3.833
C 8.394 7.658 -4.212
H 10.387 7.829 -5.013
H 10.686 5.353 -5.186
H 8.805 3.876 -4.465
H 6.460 7.102 -3.437
H 8.230 8.726 -4.123
C -3.696 -9.306 -5.907
C -2.621 -9.956 -6.502
C -1.373 -9.838 -5.910
N -1.139 -9.123 -4.788
C -2.203 -8.501 -4.234
C -3.487 -8.563 -4.749
H -4.689 -9.376 -6.342
H -2.750 -10.541 -7.406
H -0.503 -10.329 -6.335
H -1.988 -7.931 -3.334
H -4.305 -8.045 -4.261
C -1.158 -5.699 7.681
C -1.955 -5.471 8.798
C -2.822 -4.391 8.775
N -2.937 -3.541 7.732
C -2.148 -3.786 6.662
C -1.254 -4.842 6.590
H -0.467 -6.537 7.662
H -1.903 -6.120 9.665
H -3.468 -4.173 9.621
H -2.257 -3.087 5.838
H -0.647 -4.992 5.704
*
```

Atom charges from the Löwdin analysis, given in e for atoms 1 to 2: -0.13, -0.26

# 4
A structure of composition C5H8O. Source: the Open Molecules 2025 dataset; level of theory: the ωB97M-V functional and the def2-TZVPD basis.

## Properties
* energy above the lowest of the compared OMol25 structures with the same formula, charge and spin: 84.7 kcal per mole
* HOMO: -9.0 eV
* HOMO-LUMO gap: 10.2 eV

Geometry as ORCA input:
```
! wB97M-V def2-TZVPD RIJCOSX def2/J DEFGRID3
* xyz 0 1
C 1.815 0.320 0.548
C 0.972 1.123 -0.089
C -1.251 0.493 -1.241
C -1.591 -0.551 -0.488
O -0.967 -0.191 0.691
C -0.516 1.009 -0.020
H 1.453 -0.487 1.177
H 2.890 0.447 0.460
H 0.085 -2.493 0.795
H 1.342 1.935 -0.715
H -1.402 0.832 -2.254
H 0.370 -3.179 0.745
H -2.152 -1.477 -0.551
H -0.972 1.886 0.455
*
```

Atom charges from the Löwdin analysis, given in e for atoms 1 to 2: 0.02, -0.12

# 5
A cluster of 2 separate species, C4H9N3 in total at a distorted geometry. Source: the Open Molecules 2025 dataset; level of theory: the ωB97M-V functional and the def2-TZVPD basis.

## Properties
* energy above the lowest of the compared OMol25 structures with the same formula, charge and spin: 112.0 kcal per mole
* HOMO: -7.3 eV
* HOMO-LUMO gap: 8.3 eV

Geometry as ORCA input:
```
! wB97M-V def2-TZVPD RIJCOSX def2/J DEFGRID3
* xyz 0 1
C 2.508 -0.576 0.201
C -0.724 0.133 1.193
C -0.635 1.949 -0.299
C -0.463 -1.635 -0.748
N 1.774 0.295 0.108
N -0.579 0.563 -0.081
N -0.490 -0.242 -1.098
H 2.954 -1.532 0.292
H -0.416 -0.812 1.461
H -0.670 0.889 1.990
H -1.118 2.181 -1.376
H -1.254 2.420 0.469
H 0.448 2.222 -0.034
H -0.528 -2.111 -1.656
H 0.529 -1.832 -0.313
H -1.335 -1.913 -0.107
*
```

Atom charges from the Löwdin analysis, given in e for atoms 1 to 2: -0.02, -0.03

# 6
An isolated molecule of C12H17N3O2S at a distorted geometry. Source: the Open Molecules 2025 dataset; level of theory: the ωB97M-V functional and the def2-TZVPD basis.

## Properties
* energy above the lowest of the compared OMol25 structures with the same formula, charge and spin: 52.1 kcal per mole
* SMILES string: COCCCNC(=S)N/N=C/c1ccccc1O
* HOMO: -8.0 eV
* HOMO-LUMO gap: 8.0 eV

Geometry as ORCA input:
```
! wB97M-V def2-TZVPD RIJCOSX def2/J DEFGRID3
* xyz 0 1
C 3.618 -3.212 1.340
O 4.445 -2.092 1.152
C 3.820 -0.994 0.531
C 3.584 -1.191 -0.972
C 3.090 0.094 -1.639
N 1.798 0.496 -1.150
C 1.592 1.515 -0.302
S 2.731 2.611 0.172
N 0.318 1.643 0.170
N -0.642 0.767 -0.147
C -1.821 0.934 0.319
C -2.892 0.016 0.014
C -2.699 -1.097 -0.805
C -3.734 -1.964 -1.088
C -4.991 -1.733 -0.552
C -5.207 -0.637 0.263
C -4.172 0.242 0.553
O -4.363 1.325 1.352
H 4.179 -3.906 1.963
H 2.687 -2.936 1.852
H 3.368 -3.706 0.394
H 2.867 -0.770 1.034
H 4.499 -0.152 0.686
H 2.852 -1.986 -1.135
H 4.525 -1.492 -1.434
H 3.024 -0.055 -2.721
H 3.781 0.915 -1.435
H 1.006 -0.119 -1.291
H 0.129 2.439 0.780
H -2.064 1.778 0.968
H -1.715 -1.259 -1.214
H -3.566 -2.820 -1.724
H -5.808 -2.406 -0.767
H -6.188 -0.455 0.682
H -5.281 1.355 1.646
*
```

Atom charges from the Löwdin analysis, given in e for atoms 1 to 2: -0.12, -0.19

# 7
A structure of composition F14N2O7P2RbS2 at a distorted geometry. Source: the Open Molecules 2025 dataset; level of theory: the ωB97M-V functional and the def2-TZVPD basis.

## Properties
* energy above the lowest of the compared OMol25 structures with the same formula, charge and spin: 79.1 kcal per mole
* HOMO: -1.5 eV
* HOMO-LUMO gap: 7.3 eV

Geometry as ORCA input:
```
! wB97M-V def2-TZVPD RIJCOSX def2/J DEFGRID3
* xyz -3 1
Rb -0.435 0.435 -1.336
P 0.852 -3.331 1.995
F 2.304 -2.715 1.511
F 1.507 -3.327 3.497
F 0.242 -1.813 2.080
F -0.498 -4.071 2.498
F 0.486 -3.382 0.447
F 1.382 -4.864 1.885
P -5.634 0.310 0.449
F -5.877 1.727 -0.385
F -6.672 0.851 1.542
F -6.803 -0.312 -0.505
F -5.284 -1.115 1.177
F -4.625 -0.112 -0.737
F -4.442 0.927 1.349
N 5.207 2.100 0.492
S 4.219 1.563 1.482
O 4.758 0.610 2.459
O 2.791 1.482 1.169
F 4.159 2.937 2.198
S 4.985 0.671 -0.506
O 3.744 0.514 -1.205
O 5.672 -0.547 -0.167
F 5.878 1.236 -1.723
N -1.980 2.556 -4.914
O -1.858 3.282 -5.846
O -1.876 1.351 -5.095
O -2.201 3.034 -3.815
*
```

Atom charges from the Löwdin analysis, given in e for atoms 1 to 2: 0.84, 0.16

# 8
An isolated molecule of C13H4ClF15O2S at a distorted geometry. Source: the Open Molecules 2025 dataset; level of theory: the ωB97M-V functional and the def2-TZVPD basis.

## Properties
* SMILES string: O=S(=O)(Cl)c1ccc(C(F)(F)C(F)(F)C(F)(F)C(F)(F)C(F)(F)C(F)(F)C(F)(F)F)cc1
* HOMO: -10.5 eV
* HOMO-LUMO gap: 9.7 eV

Geometry as ORCA input:
```
! wB97M-V def2-TZVPD RIJCOSX def2/J DEFGRID3
* xyz 0 1
O -4.655 -4.689 -3.830
S -3.377 -4.115 -4.282
O -2.353 -5.183 -4.709
Cl -3.595 -2.955 -5.935
C -2.689 -2.913 -3.178
C -1.339 -3.234 -2.675
C -0.644 -2.455 -1.811
C -1.126 -1.300 -1.395
C -0.371 -0.397 -0.396
F -1.018 0.816 -0.496
F -0.575 -1.016 0.867
C 1.211 -0.064 -0.599
F 1.782 -1.156 0.026
F 1.433 -0.083 -1.890
C 1.691 1.254 0.090
F 3.003 1.024 -0.099
F 1.289 2.382 -0.532
C 1.369 1.445 1.656
F 0.078 1.511 1.759
F 1.599 0.265 2.201
C 2.147 2.509 2.496
F 2.154 3.582 1.647
F 3.360 2.092 2.651
C 1.596 2.742 3.912
F 0.315 3.277 3.851
F 1.452 1.582 4.695
C 2.412 3.765 4.761
F 2.279 3.514 6.061
F 2.065 5.065 4.556
F 3.795 3.763 4.405
C -2.401 -0.925 -1.904
C -3.224 -1.772 -2.638
H -0.782 -4.017 -3.164
H 0.305 -2.729 -1.477
H -2.972 -0.009 -1.662
H -4.212 -1.575 -2.961
*
```

Atom charges from the Löwdin analysis, given in e for atoms 1 to 2: -0.34, 0.45

# 9
A cluster of 5 separate species, C44H77F5N2O8P2S in total at a distorted geometry. Source: the Open Molecules 2025 dataset; level of theory: the ωB97M-V functional and the def2-TZVPD basis.

## Properties
* SMILES string: CCOCCOCCOCc1c(N=C=S)cc2c(c1N)C(=O)C(PP(=O)(O)O)=C(C(F)(F)C(F)(F)F)C2=O.CCCCCC.CCCCCC.CCCCCC.CCCCCC
* HOMO: -9.4 eV
* HOMO-LUMO gap: 7.0 eV

Geometry as ORCA input:
```
! wB97M-V def2-TZVPD RIJCOSX def2/J DEFGRID3
* xyz 0 1
C -0.801 -8.360 -1.443
C -0.291 -9.206 -2.707
O 1.022 -9.792 -2.566
C 2.036 -8.818 -2.242
C 2.248 -7.663 -3.335
O 2.724 -6.433 -2.694
C 3.185 -5.496 -3.716
C 1.913 -4.759 -4.362
O 2.238 -3.713 -5.306
C 2.898 -2.593 -4.684
C 2.009 -1.790 -3.626
C 0.437 -1.768 -3.620
N -0.352 -2.527 -4.613
C -1.148 -3.381 -4.023
S -2.425 -4.256 -3.433
C -0.402 -0.921 -2.581
C 0.341 -0.076 -1.522
C 1.920 -0.104 -1.459
C 2.733 -0.952 -2.498
N 4.202 -0.912 -2.352
C 2.579 0.761 -0.305
O 3.719 1.289 -0.341
C 1.673 1.021 1.018
P 2.675 1.224 2.638
P 2.781 -0.792 3.471
O 2.573 -0.681 4.983
O 4.296 -1.546 3.124
O 1.595 -1.838 2.772
C 0.240 1.093 0.968
C -0.541 1.392 2.328
F -0.285 0.373 3.310
F -0.132 2.624 2.955
C -2.135 1.484 2.188
F -2.678 1.637 3.507
F -2.743 0.375 1.575
F -2.435 2.724 1.534
C -0.439 0.855 -0.456
O -1.515 1.358 -0.852
H -0.281 -7.330 -1.470
H -0.558 -8.837 -0.436
H -1.927 -8.133 -1.548
H -1.025 -10.094 -2.820
H -0.435 -8.574 -3.656
H 3.034 -9.402 -2.192
H 1.921 -8.349 -1.192
H 1.365 -7.486 -4.035
H 3.128 -8.008 -4.009
H 3.870 -6.012 -4.479
H 3.847 -4.737 -3.150
H 1.242 -4.409 -3.487
H 1.263 -5.521 -4.942
H 3.135 -1.847 -5.538
H 3.928 -2.908 -4.272
H -1.551 -0.964 -2.652
H 4.674 -1.323 -3.169
H 4.526 0.077 -2.334
H 3.994 1.663 2.215
H 4.053 -2.509 3.094
H 1.735 -1.800 1.797
C -6.403 6.822 -1.140
C -5.122 7.027 -1.936
C -4.666 5.768 -2.678
C -4.314 4.576 -1.783
C -3.223 4.840 -0.743
C -1.879 5.197 -1.361
H -6.277 6.070 -0.357
H -6.699 7.756 -0.655
H -7.222 6.506 -1.793
H -4.330 7.391 -1.274
H -5.293 7.820 -2.673
H -3.804 6.022 -3.303
H -5.457 5.458 -3.371
H -3.998 3.744 -2.424
H -5.215 4.228 -1.266
H -3.098 3.939 -0.135
H -3.533 5.633 -0.055
H -1.526 4.395 -2.016
H -1.131 5.346 -0.576
H -1.934 6.120 -1.944
C -3.335 12.102 2.409
C -1.953 11.464 2.411
C -1.672 10.629 1.160
C -2.595 9.422 0.962
C -2.610 8.418 2.115
C -1.258 7.762 2.358
H -4.128 11.350 2.394
H -3.472 12.708 3.308
H -3.462 12.754 1.540
H -1.828 10.857 3.314
H -1.202 12.259 2.472
H -0.631 10.291 1.189
H -1.752 11.274 0.277
H -2.293 8.904 0.044
H -3.618 9.770 0.786
H -3.340 7.634 1.882
H -2.958 8.895 3.036
H -0.915 7.236 1.462
H -1.333 7.034 3.170
H -0.498 8.495 2.640
C 8.677 -5.873 3.220
C 8.419 -5.461 1.777
C 9.168 -4.191 1.371
C 8.782 -2.930 2.149
C 7.300 -2.555 2.089
C 6.819 -2.233 0.681
H 8.334 -5.112 3.925
H 8.143 -6.799 3.449
H 9.742 -6.047 3.392
H 7.343 -5.342 1.614
H 8.739 -6.277 1.120
H 9.014 -4.019 0.300
H 10.244 -4.357 1.494
H 9.376 -2.091 1.766
H 9.072 -3.045 3.199
H 7.139 -1.675 2.721
H 6.685 -3.353 2.514
H 7.390 -1.402 0.255
H 5.765 -1.944 0.699
H 6.914 -3.094 0.014
C -3.937 -1.951 -0.153
C -5.060 -1.596 0.811
C -4.832 -2.132 2.225
C -4.766 -3.658 2.340
C -5.998 -4.404 1.826
C -7.267 -4.070 2.597
H -3.839 -3.032 -0.280
H -4.136 -1.520 -1.139
H -2.980 -1.557 0.201
H -6.015 -1.954 0.413
H -5.142 -0.505 0.863
H -5.625 -1.752 2.878
H -3.897 -1.715 2.617
H -4.607 -3.919 3.393
H -3.883 -4.027 1.806
H -5.812 -5.481 1.911
H -6.151 -4.204 0.761
H -7.152 -4.310 3.658
H -8.109 -4.651 2.209
H -7.528 -3.013 2.509
*
```

Atom charges from the Löwdin analysis, given in e for atoms 1 to 2: -0.10, -0.27